Density functional theory data (wB97M-V/def2-TZVPD) for 5 unconnected molecules or ions with the total composition CH11O5.

Each line ends with the natural charge from an NBO analysis.
Element x y z (Å)
C 0.8681 -0.6527 -1.4381  -0.226
O 0.3151 -0.3740 -0.2008  -0.996
H 1.9358 -0.4222 -1.4912  0.128
H 0.3934 -0.1197 -2.2778  0.125
H 0.7826 -1.7234 -1.6918  0.129
H 1.5622 2.3730 0.4782  0.457
H 0.7223 1.3458 -0.2575  0.502
O 1.0360 2.2855 -0.3238  -1.005
H 0.9265 -0.1183 1.2366  0.511
H 1.8016 -0.1849 2.5097  0.438
O 0.9574 0.1677 2.2109  -1.014
H -2.5825 1.5699 -0.4849  0.462
H -1.7212 0.8185 0.5237  0.502
O -2.6098 1.1845 0.3955  -0.969
H -2.0864 -2.0612 0.7419  0.452
H -0.8912 -1.6407 -0.1058  0.510
O -1.4097 -2.4478 0.1752  -1.004

Cartesian forces, eV/Å:
C -0.10 -0.47 0.06
O -0.31 0.41 -0.35
H 0.33 0.16 -0.04
H -0.08 0.18 0.00
H 0.01 -0.10 -0.04
H -0.13 0.03 0.00
H -0.12 -0.02 -0.06
O 0.13 -0.05 0.08
H -0.53 0.05 0.30
H -0.10 0.03 0.14
O 0.59 -0.11 -0.25
H 0.16 -0.07 0.05
H 0.12 -0.03 -0.17
O -0.09 -0.02 0.09
H 0.06 -0.09 -0.05
H 0.25 -0.24 0.44
O -0.18 0.35 -0.21

Output
- Total energy: -11454.35889 eV
- Charge: -1
- Gap between HOMO and LUMO: 0.31747 Ha
- Max |F|: 0.65 eV/A
- E_HOMO: -4.7 eV
- Energy relative to the best compared isomer or geometry (same formula, charge and spin): 0.296 eV
- LUMO: 3.978 eV